1.
98
Properties=species:S:1:pos:R:3:lowdin_charge:R:1 method="wB97M-V/def2-TZVPD" charge=-1 lumo_energy_ev="2.4 / 2.4" homo_ev="-0.851 / -4.621" gap_ev="3.290 / 7.053" multiplicity=2
C 0.03357 0.41302 1.05346 -0.0358
N 1.06542 0.83417 0.09138 -0.6146
O 0.81030 0.97664 -1.10597 -0.1544
O 2.18043 0.93773 0.59048 -0.1609
H -0.86802 0.32751 0.44689 0.0556
H -0.09960 1.22488 1.76847 0.0636
H 0.44571 -0.45343 1.57066 0.0552
C 4.84538 3.49414 1.31632 0.0315
N 4.19151 4.42944 0.36278 -0.4212
O 4.01933 4.08537 -0.81268 0.0596
O 3.89649 5.53557 0.79699 0.0312
H 5.91632 3.67763 1.22969 0.0923
H 4.60613 2.47027 1.02900 0.0897
H 4.56769 3.65609 2.35784 0.0927
F -4.91602 -1.32761 -0.12823 0.0394
C -5.24561 -0.72331 1.04499 -0.2556
C -6.56811 -0.68221 1.49857 -0.0128
C -6.79018 -0.18437 2.79926 -0.1008
C -5.80637 0.46980 3.48138 -0.1399
C -4.55725 0.64793 2.94722 -0.0670
C -4.20264 -0.02798 1.73278 0.0299
H -7.32457 -1.16453 0.89730 0.1068
H -7.73527 -0.32994 3.30126 0.0981
H -6.02897 0.95116 4.42220 0.1001
H -3.90086 1.31233 3.48956 0.1028
H -3.18738 -0.09579 1.37077 0.0931
F -1.86674 -2.68554 1.04059 0.0340
C -1.41993 -2.98679 -0.20900 -0.2629
C -0.59368 -4.08015 -0.34046 -0.0364
C -0.17931 -4.44539 -1.59147 -0.0950
C -0.57050 -3.69237 -2.67900 -0.1147
C -1.44122 -2.64174 -2.56184 -0.0772
C -1.92938 -2.30184 -1.30478 0.0080
H -0.38376 -4.79717 0.43942 0.1179
H 0.34084 -5.38614 -1.69558 0.1055
H -0.16259 -3.83826 -3.66830 0.1018
H -1.59447 -2.12925 -3.50007 0.1009
H -2.56336 -1.45947 -1.07052 0.0976
F 1.07756 -0.19835 4.30722 0.0667
C 0.84666 -1.14037 5.22054 -0.2612
C 0.30571 -2.42073 4.88071 0.0010
C 0.09833 -3.31053 5.90355 -0.1055
C 0.39924 -2.98896 7.23415 -0.1160
C 0.98059 -1.76692 7.53487 -0.0944
C 1.16481 -0.78154 6.53785 -0.0049
H -0.08321 -2.66516 3.90327 0.1109
H -0.48564 -4.21229 5.79296 0.1004
H 0.10981 -3.72931 7.96525 0.0924
H 1.30698 -1.71162 8.56289 0.0937
H 1.48889 0.21768 6.78872 0.1092
F 1.02067 8.40868 -1.45714 0.0802
C 0.88668 7.11854 -1.44997 -0.3446
C 1.48691 6.44198 -2.47704 -0.0298
C 1.19117 5.11858 -2.60620 -0.0941
C 0.34165 4.52336 -1.71987 -0.0820
C -0.23470 5.19691 -0.63835 -0.0629
C -0.02763 6.56009 -0.56704 -0.0205
H 2.18392 6.88642 -3.17207 0.1158
H 1.71024 4.55020 -3.36378 0.1114
H 0.02639 3.49041 -1.72480 0.0799
H -0.84121 4.67832 0.08939 0.1013
H -0.34770 7.22266 0.22350 0.1087
F 2.01048 -2.30016 -0.37287 0.0714
C 2.88410 -2.88531 0.46310 -0.2506
C 3.13758 -2.30370 1.71181 0.0062
C 4.14009 -2.82206 2.53358 -0.0807
C 4.83090 -3.91237 2.07196 -0.1347
C 4.56415 -4.49808 0.86183 -0.1177
C 3.58917 -4.01355 0.04066 -0.0235
H 2.77200 -1.31582 1.95024 0.0968
H 4.41545 -2.45402 3.51089 0.1018
H 5.59408 -4.42709 2.63677 0.0935
H 5.20299 -5.29099 0.50185 0.1001
H 3.43479 -4.34531 -0.97546 0.1043
F 3.07592 -2.86420 -3.02346 0.0676
C 2.72188 -1.92756 -3.90307 -0.2720
C 1.75996 -0.94905 -3.58627 0.0133
C 1.37969 0.00635 -4.53558 -0.0528
C 2.01705 -0.00687 -5.76889 -0.1289
C 3.00329 -0.86287 -6.04023 -0.1322
C 3.34651 -1.81422 -5.12117 -0.0455
H 1.18915 -0.92715 -2.66971 0.0885
H 0.65662 0.76747 -4.28206 0.1016
H 1.75432 0.74438 -6.49897 0.0981
H 3.55433 -0.87619 -6.96898 0.1036
H 4.03357 -2.58809 -5.43017 0.1096
F -2.85093 2.58428 -0.61296 0.0932
C -3.37192 1.95324 -1.63440 -0.3126
C -4.73140 1.88579 -1.80129 -0.0374
C -5.26041 1.26115 -2.91986 -0.0937
C -4.41361 0.73647 -3.91327 -0.1023
C -3.01105 0.85978 -3.83925 -0.0632
C -2.53485 1.45169 -2.65081 0.0038
H -5.41438 2.16502 -1.01264 0.1127
H -6.33145 1.16410 -3.01906 0.0953
H -4.87439 0.27125 -4.77214 0.0866
H -2.38820 0.45367 -4.62252 0.0950
H -1.47522 1.58204 -2.48776 0.0911


2.
95
Properties=species:S:1:pos:R:3:lowdin_charge:R:1 method="wB97M-V/def2-TZVPD" charge=+2 lumo_energy_ev=-8.6 relative_energy_kcal_mol=12.3 homo_ev=-13.759 gap_ev=5.146 multiplicity=1
V 0.58247 0.89237 2.06312 1.2026
C -0.59164 -2.74945 -2.84370 0.0349
C -1.29898 -2.68254 -1.50711 -0.5181
C -2.43996 -3.65645 -1.38786 0.0388
O -0.39654 -2.90065 -0.42597 0.0169
C 0.18122 -1.66076 -0.15515 -0.1700
C -0.98873 -0.65015 -0.35453 -0.1713
O -1.77946 -1.32260 -1.29458 -0.0028
C -1.95471 -0.09689 0.72645 -0.1632
O -0.97669 0.57958 1.75761 -0.1436
C -2.70516 1.12153 0.22789 -0.1751
C -2.64899 1.56153 -1.09257 -0.0113
C -3.31668 2.72067 -1.46627 -0.0436
C -4.02302 3.45645 -0.52697 -0.0476
C -4.08975 3.01661 0.79131 -0.0400
C -3.44765 1.84905 1.16257 -0.0145
C -2.85045 -1.01013 1.52341 -0.1567
C -2.71532 -1.22343 2.88797 -0.0389
C -3.66361 -1.97151 3.57274 -0.0535
C -4.74317 -2.51796 2.89875 -0.0455
C -4.88418 -2.30031 1.53430 -0.0408
C -3.95742 -1.53248 0.85118 -0.0224
C 1.10226 -1.75442 1.07372 -0.2177
O 1.47456 -0.28596 1.29305 -0.1616
C 0.52316 -2.22123 2.39924 -0.1794
C 0.99562 -1.64791 3.58373 -0.0579
C 0.53783 -2.08709 4.81998 -0.0345
C -0.35082 -3.14885 4.88642 -0.0448
C -0.77700 -3.75697 3.71496 -0.0408
C -0.35885 -3.29512 2.47562 -0.0124
C 2.40030 -2.43743 0.71031 -0.1454
C 2.78280 -3.62136 1.32746 0.0115
C 3.96164 -4.25137 0.94809 -0.0371
C 4.76936 -3.69391 -0.02811 -0.0463
C 4.39948 -2.49934 -0.63683 -0.0487
C 3.21787 -1.87958 -0.27521 -0.0303
H -0.22763 -3.76152 -3.01427 0.1086
H 0.25344 -2.06087 -2.88992 0.0704
H -1.28723 -2.48843 -3.64034 0.1093
H -2.07956 -4.66540 -1.58497 0.1078
H -3.20771 -3.41767 -2.12297 0.1098
H -2.86967 -3.61591 -0.38907 0.0814
H 0.86339 -1.38697 -0.97035 0.1391
H -0.54108 0.24401 -0.81018 0.1463
H -2.13670 0.98803 -1.85221 0.0880
H -3.29365 3.03954 -2.50022 0.1165
H -4.53977 4.36001 -0.82233 0.1186
H -4.65947 3.57491 1.52210 0.1205
H -3.52362 1.49417 2.18354 0.1329
H -1.88058 -0.81437 3.44318 0.1101
H -3.55342 -2.12202 4.63865 0.1174
H -5.48263 -3.09759 3.43492 0.1177
H -5.73385 -2.70921 1.00376 0.1199
H -4.09553 -1.32938 -0.20261 0.1293
H 1.79745 -0.91901 3.57258 0.1115
H 0.91132 -1.62532 5.72413 0.1233
H -0.69210 -3.51494 5.84554 0.1215
H -1.45786 -4.59694 3.76052 0.1254
H -0.71108 -3.77621 1.57701 0.1259
H 2.16760 -4.06829 2.09605 0.1226
H 4.24737 -5.17933 1.42453 0.1194
H 5.68981 -4.18445 -0.31468 0.1187
H 5.03378 -2.05609 -1.39294 0.1143
H 2.94538 -0.94483 -0.75427 0.1015
C -0.07702 0.71827 -4.05429 -0.0254
C 0.92937 1.76474 -3.65821 -0.2602
C 2.13873 1.41253 -3.06585 -0.0321
C 3.08085 2.37027 -2.71777 -0.0157
C 2.81064 3.71547 -2.93407 -0.2645
N 3.73298 4.73251 -2.54244 0.1410
C 4.48851 4.73867 -1.40295 -0.5185
O 5.55064 5.28896 -1.28506 0.1303
N 3.94699 4.01720 -0.31158 0.1511
C 2.62014 3.84039 -0.00023 -0.2046
C 1.61162 4.71609 -0.43535 0.0657
C 0.29153 4.46656 -0.12090 0.0224
C -0.04304 3.34911 0.61442 -0.0457
N 0.92362 2.50311 1.01696 -0.0532
C 2.22564 2.73166 0.72829 -0.0036
C 1.61488 4.08478 -3.54008 -0.0180
C 0.69187 3.11583 -3.90325 -0.0235
H 0.37287 -0.27438 -4.07184 0.0660
H -0.47990 0.91880 -5.04666 0.0975
H -0.92236 0.69111 -3.36215 0.0572
H 2.37151 0.36331 -2.91685 0.1058
H 4.03670 2.07328 -2.30574 0.1263
H 4.13106 5.31600 -3.26555 0.1705
H 4.64423 3.82513 0.39305 0.1685
H 1.88373 5.59344 -1.00745 0.1428
H -0.49215 5.13607 -0.44536 0.1360
H -1.06481 3.10630 0.87497 0.1161
H 2.94983 1.99175 1.05001 0.1435
H 1.41314 5.13184 -3.73264 0.1267
H -0.22471 3.41749 -4.39630 0.1226
F 0.93672 1.43582 3.64465 -0.2413